(w)
Below is a single C21H25N3O3 molecule, with properties calculated with ωB97M-V with the def2-TZVPD basis set.

Computed properties:
SMILES = O=C(CN1[C@@H]2CCC[C@H]1C[C@H](NC(=O)c1ccco1)C2)Nc1ccccc1
Frontier orbital gap = 0.315 hartree
E_LUMO = 0.5 eV

Each atom is followed by the atoms it is bonded to, with distances in Å.
Atoms and positions in Å:
1 O 2.74517 -2.42833 -0.80268  C2 1.212
2 C 1.81144 -1.69030 -1.03362  O1 1.212, N3 1.359, C16 1.527
3 N 0.50399 -1.99391 -0.81846  C2 1.359, C4 1.396, H15 1.017
4 C -0.05153 -3.15260 -0.27184  N3 1.396, C5 1.392, C9 1.395
5 C 0.70100 -4.26297 0.09938  C4 1.392, C6 1.383, H14 1.077
6 C 0.06881 -5.37098 0.63418  C5 1.383, C7 1.384, H13 1.080
7 C -1.30460 -5.38996 0.80649  C6 1.384, C8 1.386, H12 1.080
8 C -2.05463 -4.28437 0.43867  C7 1.386, C9 1.381, H11 1.081
9 C -1.43545 -3.17258 -0.09671  C4 1.395, C8 1.381, H10 1.081
10 H -2.01454 -2.30655 -0.38571  C9 1.081
11 H -3.12728 -4.28936 0.56942  C8 1.081
12 H -1.78936 -6.25987 1.22414  C7 1.080
13 H 0.65932 -6.22955 0.91861  C6 1.080
14 H 1.76959 -4.25006 -0.03394  C5 1.077
15 H -0.18512 -1.28340 -1.05397  N3 1.017
16 C 1.98719 -0.29531 -1.63018  C2 1.527, N17 1.459, H51 1.098, H52 1.097
17 N 2.46974 0.68929 -0.66758  C16 1.459, C18 1.448, C37 1.447
18 C 2.19146 2.05381 -1.06385  N17 1.448, C19 1.543, C42 1.533, H50 1.098
19 C 0.70172 2.41807 -0.89655  C18 1.543, H20 1.092, C21 1.535, H49 1.091
20 H 0.55988 3.48121 -1.09973  C19 1.092
21 C 0.11674 2.07595 0.48047  C19 1.535, N22 1.465, H34 1.092, C35 1.536
22 N -1.34047 1.96913 0.38072  C21 1.465, C23 1.347, H33 1.007
23 C -2.00536 1.05542 -0.35157  N22 1.347, O24 1.225, C25 1.470
24 O -1.47845 0.18799 -1.03795  C23 1.225
25 C -3.46904 1.16684 -0.27024  C23 1.470, C26 1.371, O29 1.357
26 C -4.43591 0.39792 -0.86563  C25 1.371, C27 1.411, H32 1.070
27 C -5.67428 0.93389 -0.45326  C26 1.411, C28 1.362, H31 1.070
28 C -5.37492 1.98596 0.35888  C27 1.362, O29 1.340, H30 1.072
29 O -4.04920 2.13767 0.47889  C25 1.357, C28 1.340
30 H -5.99661 2.67841 0.89185  C28 1.072
31 H -6.64987 0.58618 -0.72303  C27 1.070
32 H -4.26696 -0.43744 -1.51299  C26 1.070
33 H -1.89920 2.62885 0.89782  N22 1.007
34 H 0.29488 2.90790 1.16546  C21 1.092
35 C 0.68383 0.78207 1.08251  C21 1.536, H36 1.092, C37 1.543, H48 1.088
36 H 0.57133 0.80879 2.16833  C35 1.092
37 C 2.15871 0.49625 0.73214  N17 1.447, C35 1.543, C38 1.534, H47 1.095
38 C 3.15558 1.33048 1.54679  C37 1.534, H39 1.091, C40 1.524, H46 1.091
39 H 2.96953 1.18675 2.61257  C38 1.091
40 C 3.10687 2.81238 1.19309  C38 1.524, H41 1.089, C42 1.525, H45 1.093
41 H 2.20906 3.27257 1.60326  C40 1.089
42 C 3.15658 2.98559 -0.32120  C18 1.533, C40 1.525, H43 1.092, H44 1.091
43 H 2.94874 4.02197 -0.59433  C42 1.092
44 H 4.16321 2.73990 -0.66396  C42 1.091
45 H 3.96103 3.32316 1.64381  C40 1.093
46 H 4.15206 0.94778 1.32098  C38 1.091
47 H 2.35180 -0.55385 0.97652  C37 1.095
48 H 0.08729 -0.05074 0.71465  C35 1.088
49 H 0.13612 1.86377 -1.64667  C19 1.091
50 H 2.42252 2.13905 -2.13341  C18 1.098
51 H 1.03831 0.00535 -2.09430  C16 1.098
52 H 2.74928 -0.36817 -2.41628  C16 1.097

(x)
Below is a single C21H25N3O3 molecule, with properties calculated with ωB97M-V with the def2-TZVPD basis set.

Computed properties:
SMILES = COc1ccccc1C(=O)NC1CCN(C(=O)Nc2ccc(C)cc2)CC1
Frontier orbital gap = 0.326 hartree
E_LUMO = 0.6 eV

Each atom is followed by the atoms it is bonded to, with distances in Å.
Atoms and positions in Å:
1 C -1.36186 -0.73452 2.28088  H2 1.094, O3 1.408, H51 1.094, H52 1.089
2 H -1.68688 -1.65528 2.77478  C1 1.094
3 O -0.22741 -0.96220 1.47828  C1 1.408, C4 1.367
4 C -0.29259 -1.95640 0.54186  O3 1.367, C5 1.388, C9 1.402
5 C -1.46649 -2.56062 0.11233  C4 1.388, C6 1.385, H50 1.078
6 C -1.41816 -3.55208 -0.85415  C5 1.385, C7 1.382, H49 1.080
7 C -0.21142 -3.96058 -1.38972  C6 1.382, C8 1.386, H48 1.079
8 C 0.96430 -3.37054 -0.95419  C7 1.386, C9 1.382, H47 1.080
9 C 0.93185 -2.37220 0.00136  C4 1.402, C8 1.382, C10 1.502
10 C 2.17947 -1.72093 0.52578  C9 1.502, O11 1.213, N12 1.351
11 O 2.89001 -2.21066 1.37831  C10 1.213
12 N 2.41065 -0.52355 -0.05499  C10 1.351, H13 1.010, C14 1.447
13 H 1.76046 -0.20369 -0.75845  N12 1.010
14 C 3.38086 0.41110 0.47285  N12 1.447, C15 1.529, C39 1.546, H46 1.095
15 C 4.05808 1.18642 -0.65707  C14 1.529, H16 1.089, H17 1.091, C18 1.539
16 H 4.54194 0.49248 -1.34360  C15 1.089
17 H 4.83159 1.81919 -0.21880  C15 1.091
18 C 3.03412 2.04145 -1.42440  C15 1.539, N19 1.456, H44 1.096, H45 1.091
19 N 1.89268 2.40300 -0.59549  C18 1.456, C20 1.379, C38 1.448
20 C 0.68194 1.83027 -0.92238  N19 1.379, O21 1.221, N22 1.367
21 O 0.56504 1.09391 -1.88872  C20 1.221
22 N -0.36422 2.19675 -0.12279  C20 1.367, C23 1.396, H37 1.008
23 C -1.67871 1.72695 -0.16040  N22 1.396, C24 1.391, C28 1.395
24 C -2.10241 0.69343 -0.98933  C23 1.391, C25 1.383, H36 1.076
25 C -3.41419 0.25954 -0.93450  C24 1.383, C26 1.389, H35 1.080
26 C -4.33512 0.83179 -0.06709  C25 1.389, C27 1.390, C31 1.499
27 C -3.90472 1.86884 0.75305  C26 1.390, C28 1.380, H30 1.081
28 C -2.59783 2.31117 0.71066  C23 1.395, C27 1.380, H29 1.082
29 H -2.28205 3.11487 1.36253  C28 1.082
30 H -4.60130 2.33333 1.43636  C27 1.081
31 C -5.75841 0.36403 -0.02254  C26 1.499, H32 1.090, H33 1.088, H34 1.087
32 H -6.39420 1.04516 -0.58900  C31 1.090
33 H -6.12624 0.33928 1.00157  C31 1.088
34 H -5.85483 -0.62817 -0.45659  C31 1.087
35 H -3.72258 -0.54786 -1.58291  C25 1.080
36 H -1.40766 0.23177 -1.66940  C24 1.076
37 H -0.20085 2.91505 0.56554  N22 1.008
38 C 2.30316 2.68997 0.76315  N19 1.448, C39 1.536, H42 1.094, H43 1.091
39 C 2.72035 1.39125 1.47009  C14 1.546, C38 1.536, H40 1.091, H41 1.090
40 H 1.84687 0.89530 1.89706  C39 1.091
41 H 3.41019 1.62281 2.28165  C39 1.090
42 H 3.15147 3.37707 0.69504  C38 1.094
43 H 1.52173 3.20031 1.32837  C38 1.091
44 H 3.50523 2.96537 -1.77788  C18 1.096
45 H 2.64651 1.50160 -2.28923  C18 1.091
46 H 4.11387 -0.20259 1.00730  C14 1.095
47 H 1.91708 -3.68610 -1.35192  C8 1.080
48 H -0.18255 -4.73678 -2.13891  C7 1.079
49 H -2.33919 -4.00940 -1.18481  C6 1.080
50 H -2.41996 -2.25836 0.51568  C5 1.078
51 H -2.19140 -0.31471 1.70496  C1 1.094
52 H -1.04970 -0.01399 3.03591  C1 1.089

It is (x) that is most stable; the runner-up trails by 12.3 kcal/mol.

(w)
Below is a single C6H5NOS molecule, with properties calculated with ωB97M-V with the def2-TZVPD basis set.

Computed properties:
Frontier orbital gap = 0.300 hartree
E_LUMO = -0.3 eV

Each atom is followed by the atoms it is bonded to, with distances in Å.
Atoms and positions in Å:
1 C -1.45995 -1.60160 -0.10046  C2 1.355, C3 1.454, H10 1.081
2 C -0.92056 -1.14489 1.05516  C1 1.355, C5 1.431, H11 1.049
3 C -1.04847 -0.78282 -1.22873  C1 1.454, C6 1.353, H12 1.007
4 C 0.88929 0.76712 1.19542  C5 1.370, N7 1.361, H13 1.098
5 C 0.06651 -0.18807 0.65814  C2 1.431, C4 1.370, C6 1.460
6 C 0.00550 -0.05351 -0.79426  C3 1.353, C5 1.460, S9 1.777
7 N 1.66889 1.41510 0.28758  C4 1.361, S9 1.880, H14 1.002
8 O 0.48210 2.28101 -2.05927  S9 1.430
9 S 1.12519 1.13757 -1.49106  C6 1.777, N7 1.880, O8 1.430
10 H -2.16475 -2.41557 -0.00102  C1 1.081
11 H -0.88927 -1.35906 2.08172  C2 1.049
12 H -1.48678 -0.86758 -2.13130  C3 1.007
13 H 1.10207 1.11534 2.21498  C4 1.098
14 H 2.63023 1.69696 0.31311  N7 1.002

(x)
Below is a single C6H5NOS molecule, with properties calculated with ωB97M-V with the def2-TZVPD basis set.

Computed properties:
SMILES = N=[S@H](=O)C1=C=C=CC=C1
Frontier orbital gap (alpha / beta) = 0.329 / 0.329 hartree
E_LUMO (alpha / beta) = -0.6 / -0.6 eV

Each atom is followed by the atoms it is bonded to, with distances in Å.
Atoms and positions in Å:
1 C 1.00611 2.56300 -0.09111  C2 1.330, C3 1.313
2 C -0.26163 2.17434 0.01197  C1 1.330, C6 1.294
3 C 2.03532 1.74867 -0.07070  C1 1.313, C4 1.480, H10 1.131
4 C 1.70247 0.30621 -0.08793  C3 1.480, C5 1.313, H11 1.080
5 C 0.48185 -0.17506 -0.04961  C4 1.313, C6 1.894, H12 0.997
6 C -0.93360 1.07284 0.10967  C2 1.294, C5 1.894, S9 1.772
7 N -2.26176 -1.14194 -0.35940  S9 1.607, H13 0.992
8 O -3.57278 1.14195 -0.46087  S9 1.426
9 S -2.55278 0.35401 0.14985  C6 1.772, N7 1.607, O8 1.426, H14 1.397
10 H 3.11033 2.06433 0.08150  C3 1.131
11 H 2.60936 -0.26448 -0.22033  C4 1.080
12 H -0.03562 -1.02718 -0.02685  C5 0.997
13 H -3.15016 -1.41500 -0.70744  N7 0.992
14 H -2.87891 0.60415 1.48499  S9 1.397

It is (w) that is most stable; the runner-up trails by 122.4 kcal/mol.

(w)
Below is a single C9H10N2O2S molecule, with properties calculated with ωB97M-V with the def2-TZVPD basis set.

Computed properties:
SMILES = Cc1ccsc1/N=c1\occ(O)n1C
Frontier orbital gap = 0.250 hartree
E_LUMO = 0.2 eV

Each atom is followed by the atoms it is bonded to, with distances in Å.
Atoms and positions in Å:
1 C 1.62000 -0.06943 3.26963  C2 1.364, C3 1.373, H15 1.103
2 C 1.72704 -1.42705 3.19019  C1 1.364, S14 1.709, H16 1.151
3 C 1.00048 0.51756 2.19434  C1 1.373, C4 1.411, C8 1.497
4 C 0.62431 -0.40967 1.19896  C3 1.411, N10 1.364, S14 1.772
5 C -0.46072 -2.93674 -1.81665  C6 1.368, O12 1.365, H17 1.076
6 C -0.96931 -2.03715 -2.71288  C5 1.368, N11 1.399, O13 1.380
7 C -0.19098 -1.01975 -0.95410  N10 1.387, N11 1.319, O12 1.350
8 C 0.71116 1.97281 1.99789  C3 1.497, H18 1.099, H19 1.160, H20 1.104
9 C -1.11250 0.61029 -2.53169  N11 1.499, H21 1.167, H22 1.166, H23 1.156
10 N 0.13218 -0.04599 -0.02024  C4 1.364, C7 1.387
11 N -0.76158 -0.78750 -2.12027  C6 1.399, C7 1.319, C9 1.499
12 O 0.01368 -2.32827 -0.69117  C5 1.365, C7 1.350
13 O -1.64578 -2.21305 -3.90308  C6 1.380, H24 0.959
14 S 1.00045 -2.04361 1.77161  C2 1.709, C4 1.772
15 H 1.76284 0.51973 4.19115  C1 1.103
16 H 2.40363 -2.07359 3.85991  C2 1.151
17 H -0.60691 -4.00113 -1.87918  C5 1.076
18 H 1.16759 2.74725 2.63038  C8 1.099
19 H 0.85932 2.07047 0.85189  C8 1.160
20 H -0.37426 2.16754 2.05691  C8 1.104
21 H -1.63207 0.68698 -3.57342  C9 1.167
22 H -1.84101 0.99933 -1.70797  C9 1.166
23 H -0.27476 1.36381 -2.27434  C9 1.156
24 H -1.63339 -3.16304 -4.03717  O13 0.959

(x)
Below is a single C9H10N2O2S molecule, with properties calculated with ωB97M-V with the def2-TZVPD basis set.

Computed properties:
SMILES = C#CCCCSc1nc(O)cc(O)n1
Frontier orbital gap = 0.355 hartree
E_LUMO = 0.6 eV

Each atom is followed by the atoms it is bonded to, with distances in Å.
Atoms and positions in Å:
1 C -5.08615 1.33713 -2.86344  C2 1.198, H15 1.038
2 C -4.22291 1.13583 -2.05748  C1 1.198, C12 1.502
3 N 1.50767 -0.08536 1.88099  C8 1.302, C9 1.353
4 N 1.80716 -1.94636 0.54717  C8 1.339, C10 1.284
5 O 3.07349 0.66968 3.27622  C9 1.282, H16 0.960
6 O 3.88783 -2.84882 0.35336  C10 1.400, H17 1.020
7 S -0.60980 -0.73911 0.43787  C8 1.772, C13 1.921
8 C 1.06625 -0.91989 0.98387  N3 1.302, N4 1.339, S7 1.772
9 C 2.76076 -0.19232 2.37985  N3 1.353, O5 1.282, C11 1.375
10 C 2.99880 -1.99822 1.02120  N4 1.284, O6 1.400, C11 1.312
11 C 3.53205 -1.24898 1.95700  C9 1.375, C10 1.312, H18 1.100
12 C -3.15648 1.06410 -1.00252  C2 1.502, C14 1.631, H19 1.110, H20 1.118
13 C -0.49873 0.87090 -0.60381  S7 1.921, C14 1.669, H21 1.129, H22 1.133
14 C -1.73365 0.70236 -1.71375  C12 1.631, C13 1.669, H23 1.071, H24 1.079
15 H -5.87928 1.52174 -3.50785  C1 1.038
16 H 2.27297 1.19319 3.35297  O5 0.960
17 H 3.50503 -3.16520 -0.53737  O6 1.020
18 H 4.56796 -1.37774 2.30492  C11 1.100
19 H -3.02423 2.05283 -0.51587  C12 1.110
20 H -3.31926 0.30873 -0.19448  C12 1.118
21 H 0.51072 1.04951 -1.07693  C13 1.129
22 H -0.65410 1.69239 0.16138  C13 1.133
23 H -1.62093 1.26864 -2.61537  C14 1.071
24 H -1.68518 -0.34503 -1.96791  C14 1.079

It is (x) that is most stable; the runner-up trails by 4.1 kcal/mol.

(w)
Below is a gas-phase ion, HO2S2 (charge -1), with properties calculated with ωB97M-V with the def2-TZVPD basis set.

Computed properties:
SMILES = O=[SH](=O)[S-]
Frontier orbital gap = 0.291 hartree
E_LUMO = 3.8 eV
Total charge = -1

Each atom is followed by the atoms it is bonded to, with distances in Å.
Atoms and positions in Å:
1 O -1.27400 -1.06708 1.11400  S4 1.458
2 O -0.24985 -2.00148 -0.92057  S4 1.450
3 S -2.33887 -0.04869 -1.32988  S4 1.957
4 S -0.90736 -0.87682 -0.28410  O1 1.458, O2 1.450, S3 1.957, H5 1.589
5 H 0.19565 0.21985 0.03873  S4 1.589

(x)
Below is 2 unconnected molecules or ions with the total composition HO2S2, with properties calculated with ωB97M-V with the def2-TZVPD basis set.

Computed properties:
Frontier orbital gap (alpha / beta) = 0.135 / 0.137 hartree
E_LUMO (alpha / beta) = 1.2 / 1.2 eV
Total charge = -1

Each atom is followed by the atoms it is bonded to, with distances in Å.
Atoms and positions in Å:
1 O 3.58637 -1.29498 0.36903  S4 1.470
2 O -1.15788 -0.72776 0.09282  H5 1.047
3 S 3.18949 1.61481 -0.23866  S4 1.994
4 S 2.58192 -0.24432 0.15109  O1 1.470, S3 1.994
5 H -1.24299 0.30690 -0.04496  O2 1.047

It is (w) that is most stable; the runner-up trails by 56.8 kcal/mol.